Here is 2 unconnected molecules or ions with the total composition C5H9N3O2 from the Open Molecules 2025 dataset. Energies are from ωB97M-V/def2-TZVPD.

largest force on an atom: 5.56 eV/A
HOMO-LUMO gap: 9.601 eV
LUMO energy: 0.221 eV
SMILES: O=c1cc[nH]c(=O)[nH]1.CN
M: 143.15 g/mol

Bonds (Å) are listed after each position.
Element x y z (Å)
1 O -0.2417 -2.0698 -1.1963  C2 1.246
2 C 0.5722 -1.2711 -0.6940  O1 1.246, C3 1.477, N8 1.455
3 C 1.6687 -1.5855 0.2445  C2 1.477, C4 1.362, H9 1.077
4 C 2.4887 -0.5887 0.6783  C3 1.362, N5 1.393, H10 1.095
5 N 2.2720 0.7579 0.3946  C4 1.393, C6 1.391, H11 0.972
6 C 1.2799 1.1685 -0.4897  N5 1.391, O7 1.221, N8 1.377
7 O 1.2416 2.3097 -0.9224  C6 1.221
8 N 0.4583 0.1585 -0.9392  C2 1.455, C6 1.377, H12 0.986
9 H 1.8161 -2.6311 0.4547  C3 1.077
10 H 3.3536 -0.7163 1.3368  C4 1.095
11 H 2.9049 1.4349 0.6868  N5 0.972
12 H -0.2620 0.4359 -1.5523  N8 0.986
13 C -2.9180 0.7100 0.2972  N14 1.503, H15 1.088, H16 1.155, H17 1.201
14 N -1.7543 -0.1968 0.5825  C13 1.503, H18 0.944, H19 1.070
15 H -2.6395 1.7457 0.1154  C13 1.088
16 H -3.6646 0.4177 -0.5341  C13 1.155
17 H -3.4284 0.8479 1.3758  C13 1.201
18 H -2.0827 -1.0458 0.3330  N14 0.944
19 H -1.0646 0.1185 -0.1717  N14 1.070